No. 1
DFT (the ωB97M-V functional and the def2-TZVPD basis) results for a single C5H10N2O molecule.

Geometry as XYZ:
```
18
Properties=species:S:1:pos:R:3:forces:R:3:lowdin_charge:R:1
H -2.491311 0.240054 1.924441 0.1 -0.8 -1.5 0.10
H 2.872524 0.102987 -1.206410 0.4 -1.3 -0.7 0.09
H -3.321451 -0.821263 0.532967 1.6 1.1 0.7 0.11
C -2.541481 -0.008340 0.799792 1.5 -2.9 0.8 -0.04
O 2.139634 -0.443279 1.251694 -0.8 -0.8 -0.3 -0.01
N -1.202521 -0.314113 0.165046 -1.6 -0.7 0.5 -0.22
H -2.834116 0.825435 0.304691 -1.3 2.8 -1.2 0.02
N -0.094422 0.514267 0.555337 0.9 -0.7 0.2 0.06
C 1.915966 0.475130 -0.918751 1.5 -0.5 1.5 -0.03
H -1.472254 -2.227694 -0.641800 -1.9 -2.0 -0.9 0.08
C -0.782654 -1.568428 -0.304892 3.7 4.2 2.2 -0.05
H 2.139593 0.394741 1.717942 0.1 0.2 0.0 0.08
H 1.266786 0.619119 -1.685738 -1.6 0.5 -2.5 0.06
H 2.280652 1.389065 -0.542779 -0.4 1.6 0.8 0.07
C 0.577056 -1.593844 -0.303938 -1.4 0.9 0.6 -0.03
H 1.173897 -2.361143 -0.609807 1.3 -2.1 -0.9 0.07
C 1.239181 -0.325919 0.134628 -2.2 1.2 1.8 -0.48
H -0.141002 0.673007 1.595980 0.2 -0.7 -1.1 0.12
```
Forces are in eV/Å.

E = -381.15331 hartree
energy above the lowest of the compared OMol25 structures with the same formula, charge and spin = 82.9 kcal/mol
maximum force = 5.979 eV Å⁻¹

No. 2
DFT (the ωB97M-V functional and the def2-TZVPD basis) results for a single C5H10N2O molecule.

Geometry as XYZ:
```
18
Properties=species:S:1:pos:R:3:forces:R:3:lowdin_charge:R:1
C 2.213892 -0.510055 -0.664069 0.0 0.8 -0.3 -0.01
H -0.578022 0.174550 -1.681400 0.1 0.2 0.2 0.13
H -0.333016 -1.166842 2.198146 -0.2 0.1 -0.2 0.08
C -0.756120 0.250865 -0.611076 -3.0 0.5 -0.6 -0.24
H -2.723625 1.057073 -1.065639 0.3 -0.1 -0.1 0.09
H -0.185875 -1.828837 -0.439112 0.1 0.2 -0.1 0.14
C 1.196000 -0.312678 0.424543 -0.5 -2.2 0.9 -0.41
H -1.726993 -0.551586 1.543318 0.0 0.0 -0.1 0.06
H -0.811077 2.452575 -0.690338 -0.1 0.0 0.1 0.11
H 1.798839 -0.275661 -1.644448 0.0 -0.1 -0.1 0.08
C -1.014045 1.601134 -0.046050 0.8 0.1 0.0 -0.17
N -2.177349 0.785674 -0.253823 0.8 -0.9 -0.3 0.02
O 1.472413 0.126707 1.512472 0.1 0.4 -0.2 0.08
H -0.758329 1.751126 0.994675 0.1 0.1 0.1 0.11
N -0.965021 -1.202459 1.398766 0.1 0.0 0.4 0.06
H 3.081568 0.129309 -0.493118 -0.1 -0.1 0.1 0.09
C -0.261905 -0.930456 0.184912 1.7 1.2 0.2 -0.31
H 2.528664 -1.550439 -0.667758 0.0 -0.1 0.1 0.09
```
Forces are in eV/Å.

E = -381.21392 hartree
energy above the lowest of the compared OMol25 structures with the same formula, charge and spin = 44.9 kcal/mol
maximum force = 3.128 eV Å⁻¹

No. 3
DFT (the ωB97M-V functional and the def2-TZVPD basis) results for 2 unconnected molecules or ions with the total composition C5H10N2O.

Geometry as XYZ:
```
18
Properties=species:S:1:pos:R:3:forces:R:3:lowdin_charge:R:1
H 3.398968 -1.844866 1.133790 0.4 -0.3 -0.4 0.06
N 0.690487 -0.015494 0.533172 2.2 1.3 -0.3 0.05
H -2.493059 0.128056 -1.461470 2.0 -0.5 0.2 0.13
H -0.037900 -1.326294 1.643087 0.0 -0.4 1.0 0.11
C -1.399659 -0.214377 -1.223042 -3.0 1.5 0.8 -0.12
N 3.423635 -0.294356 -0.251054 1.2 -3.0 -2.3 0.02
C -1.489180 -1.158968 0.075565 -0.2 2.8 -2.8 -0.13
C -0.484911 1.062235 -1.060184 -2.4 1.5 -1.0 -0.26
H 3.725752 -2.200730 -0.721363 1.1 -0.5 0.2 0.04
H -0.755959 1.933868 -0.379999 -1.2 -1.1 -0.7 0.14
C -0.266667 -0.761324 0.769279 -1.2 -1.7 2.3 -0.20
O 0.724719 0.747008 -0.612353 3.2 -1.6 1.3 -0.15
H 2.915970 0.494919 0.067456 0.2 0.2 1.9 0.00
H -1.052072 -0.752524 -2.068708 0.4 -0.5 -0.7 0.08
C 3.653146 -1.509593 0.107454 -2.5 3.5 0.6 -0.14
H -2.485081 -0.991050 0.553452 1.2 -0.4 0.1 0.13
H -1.311791 -2.177046 -0.224326 -0.5 -0.6 -0.1 0.11
H -0.200880 1.530239 -2.022112 -1.1 -0.3 0.0 0.13
```
Forces are in eV/Å.

E = -381.08670 hartree
energy above the lowest of the compared OMol25 structures with the same formula, charge and spin = 124.7 kcal/mol
maximum force = 4.319 eV Å⁻¹